1.
# C8H6NO4

A 2-piece molecular cluster, C8H6NO4 overall in a non-equilibrium geometry (the ωB97M-V functional and the def2-TZVPD basis, the OMol25 dataset).

Structure (ORCA input):
```
! wB97M-V def2-TZVPD RIJCOSX def2/J DEFGRID3
* xyz -1 1
C -0.9781 -1.0436 -0.8463
C -1.3823 0.0926 -1.5039
C -0.0626 -1.0275 0.2135
C -0.7886 1.3496 -1.1928
C 0.6143 0.2115 0.4815
C 0.1786 1.3666 -0.2531
C -2.1173 -1.7682 1.4347
C 1.7170 0.6146 1.1859
N 1.9436 2.0339 1.0583
O -2.0528 -2.9141 1.2131
O -2.4914 -0.7622 1.8827
O 0.9553 2.4712 0.1067
O 2.3844 -0.0218 2.2452
H -1.4110 -1.9952 -1.1389
H -2.1347 0.0382 -2.2807
H 0.3393 -1.9495 0.6204
H -1.0791 2.2483 -1.7178
H 1.7359 2.5176 1.9438
H 1.9968 -0.8995 2.2832
*
```

Calculated values
DFT total energy ... -664.1124 a.u.
HOMO-LUMO gap (alpha / beta) ... 4.6 / 4.6 eV
E_HOMO (alpha / beta) ... -1.1 / -1.1 eV

2.
# C57H62BrN5O5S3SbTi

C57H62BrN5O5S3SbTi as an isolated structure in a non-equilibrium geometry (the ωB97M-V functional and the def2-TZVPD basis, the OMol25 dataset).

Structure (ORCA input):
```
! wB97M-V def2-TZVPD RIJCOSX def2/J DEFGRID3
* xyz -1 1
Ti -0.5833 0.4784 0.1890
O 0.4958 -2.2352 -2.0493
C 1.6899 -1.9117 -2.6341
C 2.2781 -2.7757 -3.5485
C 3.4682 -2.4373 -4.1765
C 4.0724 -1.2225 -3.8918
C 3.4746 -0.3772 -2.9672
C 2.2983 -0.7048 -2.3052
C 1.7007 0.3282 -1.3805
O 1.1233 -0.1849 -0.2096
N 0.7355 1.0919 -2.1876
N -0.2327 1.6984 -1.3280
C -0.6473 2.9117 -1.8399
C -1.7313 3.6296 -1.4088
Br -2.9765 2.6075 -0.2363
C -2.1927 4.9197 -1.6189
C -1.4620 6.0186 -2.1765
C -2.1479 7.2265 -2.4431
C -1.5166 8.3375 -2.9575
C -0.1521 8.3191 -3.2417
C 0.5448 7.1463 -2.9861
C -0.0836 6.0236 -2.4751
H 0.2763 -3.1430 -2.2867
H 1.7893 -3.7175 -3.7766
H 3.9060 -3.1159 -4.8970
H 4.9934 -0.9357 -4.3810
H 3.9337 0.5770 -2.7362
H 2.4975 1.0320 -1.0981
H 0.2585 0.4461 -2.8153
H -0.0986 3.2576 -2.7088
H -3.2120 5.1259 -1.3263
H -3.2105 7.2670 -2.2290
H -2.0939 9.2368 -3.1400
H 0.3474 9.1916 -3.6396
H 1.6093 7.1006 -3.1884
H 0.5036 5.1426 -2.2660
C -11.3143 -7.0642 -3.5425
O -10.5582 -7.1948 -2.3557
C -9.4911 -6.3558 -2.1985
C -8.7673 -6.5074 -1.0096
C -7.6712 -5.7122 -0.7590
C -7.2787 -4.7620 -1.6938
C -7.9891 -4.6078 -2.8616
C -9.1068 -5.3973 -3.1293
N -6.1293 -3.8923 -1.5286
N -5.5819 -4.0025 -0.3944
C -4.4267 -3.1892 -0.1199
C -3.9479 -3.3829 1.1490
C -2.8514 -2.6828 1.6927
C -2.2147 -1.7321 0.9192
O -1.2168 -1.0014 1.3162
C -2.7254 -1.4988 -0.4294
N -2.0823 -0.5061 -1.0965
C -2.4265 -0.2026 -2.3259
C -3.4445 -0.9178 -2.9871
C -4.1217 -1.9044 -2.3283
C -3.7945 -2.2241 -0.9746
H -12.1025 -7.8100 -3.4878
H -10.6966 -7.2524 -4.4245
H -11.7608 -6.0692 -3.6173
H -9.0916 -7.2550 -0.2980
H -7.1084 -5.8173 0.1589
H -7.6681 -3.8555 -3.5708
H -9.6556 -5.2494 -4.0470
H -4.4663 -4.1190 1.7521
H -2.5077 -2.8650 2.7015
H -1.9129 0.6349 -2.7832
H -3.6920 -0.6562 -4.0070
H -4.9170 -2.4399 -2.8137
O -0.4463 1.6606 1.5629
C -0.5902 2.5575 2.6145
C -1.9838 2.4526 3.2298
C -2.8854 1.4510 3.0460
C -4.0292 1.5632 3.8850
C -3.9635 2.6439 4.7088
S -2.5177 3.5183 4.4688
C -0.2232 3.9317 2.0721
C 0.8404 4.1256 1.2402
C 0.9920 5.4763 0.8330
C 0.0255 6.2799 1.3542
S -1.0603 5.4042 2.3318
C 0.3902 2.1867 3.7278
C 1.4362 2.9092 4.2191
C 2.1076 2.2539 5.2915
C 1.5508 1.0480 5.5863
S 0.2141 0.7054 4.5807
H -2.7358 0.6513 2.3432
H -4.8590 0.8721 3.8657
H -4.6841 2.9772 5.4369
H 1.4837 3.3139 0.9330
H 1.7589 5.8284 0.1615
H -0.1190 7.3360 1.1945
H 1.7071 3.8777 3.8274
H 2.9625 2.6627 5.8098
H 1.8582 0.3429 6.3412
C 6.2838 -2.7821 -0.3434
C 5.3220 -3.5033 0.6015
C 4.7622 -4.7250 -0.1378
C 6.1089 -3.9803 1.8189
Sb 3.5566 -2.1813 0.7858
C 2.3109 -3.2212 2.2543
C 3.0295 -4.2101 3.1613
C 1.5563 -2.2142 3.1135
C 1.3008 -3.9659 1.3723
C 4.3963 -0.4392 1.8231
C 5.3620 -0.7964 2.9511
C 5.1248 0.3729 0.7485
C 3.2735 0.4405 2.3856
H 7.0564 -3.4845 -0.6841
H 6.7949 -1.9549 0.1501
H 5.7812 -2.3868 -1.2307
H 5.5846 -5.3851 -0.4435
H 4.2138 -4.4388 -1.0389
H 4.0866 -5.3126 0.4868
H 6.9469 -4.6038 1.4768
H 5.5140 -4.5882 2.4951
H 6.5333 -3.1598 2.3974
H 3.8253 -3.7393 3.7413
H 3.4627 -5.0433 2.6075
H 2.3078 -4.6344 3.8724
H 2.1956 -1.7901 3.8897
H 0.7230 -2.7240 3.6153
H 1.1229 -1.3933 2.5429
H 1.7849 -4.6602 0.6795
H 0.7035 -3.2678 0.7817
H 0.6169 -4.5458 2.0058
H 6.3174 -1.1618 2.5676
H 4.9604 -1.5553 3.6258
H 5.5729 0.1002 3.5482
H 5.8419 -0.2045 0.1674
H 5.6720 1.1930 1.2304
H 4.4180 0.8199 0.0487
H 2.9444 0.1197 3.3711
H 2.3972 0.4864 1.7368
H 3.6519 1.4652 2.4971
*
```

Calculated values
DFT total energy ... -7717.5672 a.u.
HOMO-LUMO gap (alpha / beta) ... 3.6 / 3.6 eV
E_HOMO (alpha / beta) ... -2.4 / -2.4 eV

3.
# C13H25Br21FNbOPS

C13H25Br21FNbOPS as an isolated structure in a non-equilibrium geometry (the ωB97M-V functional and the def2-TZVPD basis, the OMol25 dataset).

Structure (ORCA input):
```
! wB97M-V def2-TZVPD RIJCOSX def2/J DEFGRID3
* xyz -1 1
C 4.6669 -3.0479 1.5121
C 3.9369 -2.5527 0.1646
C 4.6259 -3.3773 -1.1213
C 2.3498 -2.6458 -0.0084
C 1.7567 -1.0819 0.0339
C 1.4464 -3.5190 1.0110
O 0.6648 -4.6091 0.4753
Nb -1.0926 -4.2422 -0.5218
F -0.2731 -2.6832 -1.7859
P -1.9409 -2.4083 1.0835
S -3.0897 -1.2520 -0.0608
H 5.8486 -3.0041 1.3492
H 4.3566 -2.4637 2.5053
H 4.4261 -4.2052 1.6763
H 4.2631 -1.4180 -0.0233
H 5.6482 -3.8684 -0.8440
H 4.6576 -2.6161 -2.0096
H 3.8997 -4.2696 -1.4335
H 2.1491 -3.0174 -1.1238
H 2.0806 -0.4528 -0.8951
H 0.5661 -1.0945 0.0234
H 2.0484 -0.5965 1.0672
H 2.1483 -4.0433 1.8272
H 0.8412 -2.7399 1.6830
H -2.6320 -4.0264 -1.4328
H -1.8943 -5.5598 0.4916
H -0.6158 -5.5113 -1.7591
H -0.9280 -1.5195 1.5725
H -2.8368 -2.9132 2.1068
C -5.5080 -0.0636 -3.5147
Br -5.0919 0.9974 -1.9383
Br -5.2573 0.9497 -5.1562
Br -4.5205 -1.7395 -3.5407
H -6.5710 -0.3197 -3.4563
C 2.5090 -1.0717 5.2637
Br 0.8234 -2.0130 5.0256
Br 3.8826 -2.2256 6.0157
Br 3.1008 -0.2194 3.6182
H 2.3292 -0.2729 5.9908
C 2.9316 -3.6955 -4.8863
Br 2.2027 -4.6127 -3.3335
Br 1.7381 -3.8055 -6.4184
Br 3.4183 -1.8567 -4.4785
H 3.8543 -4.2168 -5.1617
C -5.6593 3.7079 -8.7002
Br -6.3978 4.9716 -7.4190
Br -5.1621 4.5757 -10.3686
Br -4.1827 2.6911 -7.9451
H -6.4530 2.9915 -8.9365
C 2.1357 2.3955 8.3203
Br 3.0376 0.6720 8.3269
Br 3.2910 3.8195 8.9696
Br 1.3837 2.8124 6.5753
H 1.2970 2.3201 9.0202
C -0.2304 6.6311 8.9535
Br -1.1402 5.6845 7.5182
Br -0.3198 5.6559 10.6343
Br 1.6002 7.0838 8.4758
H -0.7647 7.5752 9.1028
C -5.8612 9.1844 -6.4149
Br -5.6479 8.4590 -4.6226
Br -4.4460 8.5896 -7.6097
Br -7.6266 8.8112 -7.1416
H -5.7731 10.2727 -6.3319
*
```

Calculated values
DFT total energy ... -55535.9929 a.u.
HOMO-LUMO gap ... 5.0 eV
E_HOMO ... -4.3 eV

4.
# C5H10O2

One molecule with the formula C5H10O2 (the ωB97M-V functional and the def2-TZVPD basis, the OMol25 dataset).

Structure (ORCA input):
```
! wB97M-V def2-TZVPD RIJCOSX def2/J DEFGRID3
* xyz 0 1
C -1.9672 1.8128 0.1279
O -1.4929 0.5278 -0.2407
C -0.1241 0.4197 -0.6155
C 0.3278 -0.9512 -0.0351
C 1.3501 -1.9069 -0.6859
C 0.8259 -0.5201 1.3308
O 1.9978 -0.4818 1.6247
H -1.4410 2.2410 0.9976
H -2.9979 1.6090 0.4460
H -1.9768 2.5312 -0.7033
H 0.4454 1.2287 -0.1229
H 0.0584 0.5419 -1.6949
H -0.6341 -1.4647 0.0522
H 1.7444 -2.5457 0.1161
H 0.9053 -2.5840 -1.4241
H 2.2127 -1.4061 -1.1287
H 0.0504 -0.0521 1.9748
*
```

Calculated values
DFT total energy ... -346.9427 a.u.
SMILES ... COC[C@@H](C)C=O
HOMO-LUMO gap ... 10.6 eV
E_HOMO ... -9.6 eV